(1)
Formula: C25H76N14O13
Source: the OMol25 dataset
Level of theory: ωB97M-V with the def2-TZVPD basis set

ORCA input file:
```
! wB97M-V def2-TZVPD RIJCOSX def2/J DEFGRID3
* xyz 0 1
C -1.68652 0.56698 2.94226
C -4.93661 0.20159 0.09212
O 1.32963 3.98560 -2.21367
H -3.39392 -1.98946 -0.02091
H -0.66643 0.67753 -4.61938
N 4.50607 1.23656 -6.33167
H 1.12862 2.29282 -0.05318
H -4.35634 1.44963 -2.07030
H 1.72826 -0.53648 2.36097
C -3.83479 -0.16488 -0.83518
H -1.96357 -4.23450 -0.30926
H -0.95922 -1.21575 2.03091
H 3.79208 0.18200 4.00981
H 1.95638 -2.01753 5.45652
H 0.48216 -4.86003 -0.22825
H 3.05314 4.79197 -1.55279
H -5.00651 -0.63727 0.78025
H 4.51656 -0.59290 -2.85658
H -2.09986 -7.01594 0.84817
H -3.28262 -3.76549 4.00107
H 5.07008 2.54065 -0.53585
H 3.56107 1.30174 -6.64244
H 0.60958 -1.88009 -1.32741
N -2.88953 1.23072 3.29014
H 1.78928 -0.64844 -0.99414
N 0.96181 -1.17923 -0.69797
H -4.88719 -0.04502 -2.70870
H -0.27978 -1.14525 -5.91445
H -0.74566 2.26829 -6.35369
H -2.99063 -8.64016 -1.11336
H -0.43189 4.48806 -1.36968
H -0.07709 -6.61306 0.00997
O -0.58619 1.05208 3.34910
C 0.91207 -1.34383 0.69643
N -1.47540 -4.68271 1.58498
H 5.24420 1.29713 4.15279
H 0.82613 4.81342 -0.29885
C -4.62204 -2.86769 2.68472
H -3.12586 -1.94736 -1.56875
O 1.27296 1.96262 -7.00479
H -1.06506 -5.37126 2.18945
H -6.18172 2.55794 0.65224
O -5.32497 -1.88285 2.51143
C 2.77482 3.81741 2.31563
N 5.47607 1.95006 -1.24834
C -0.27819 -1.96030 5.06745
C -4.02714 0.40399 -2.23534
H 4.61709 4.55512 1.43835
H 3.23765 3.64624 -2.84783
O -0.24402 -2.94002 4.09195
N -3.82025 -1.68476 -0.91048
H 4.47823 3.85293 -4.62900
H -1.14593 1.09309 -0.89768
H 4.06512 5.42887 2.85548
C 2.67816 3.86746 -1.93656
H 5.77165 0.54325 -3.32808
C -3.47191 -7.79120 -1.49493
C 0.13073 0.64146 -5.39782
H -2.62948 -0.84394 1.89290
O 6.04108 1.98598 -4.77368
H 6.45960 2.15006 -1.47063
H -3.36054 -7.83084 -2.62483
H 5.12625 0.00272 2.83946
H -1.21306 2.55036 -1.95015
H -0.98137 -1.19956 4.80875
H 1.03452 4.78537 2.37544
H 5.04216 0.40840 -6.44537
C 4.67564 0.88738 -1.53806
H -0.10540 -2.48884 3.25376
C 3.75099 4.95533 1.94056
C 0.17732 2.80352 -0.35385
C 0.24295 1.98999 -6.00921
C 0.49755 4.09891 -1.07044
H -0.47550 -5.77478 -1.50989
H -5.95540 1.55604 2.25582
H -4.99504 -3.66112 0.92034
H 4.15503 3.34348 3.85948
H -3.51558 -6.04266 0.83299
H -0.87038 2.48216 1.43738
O 0.28467 -2.26755 1.27878
H -3.93358 -2.21525 4.49054
C -0.31428 -5.62896 -0.45042
H 3.25798 5.63902 1.24240
C -1.60744 -5.11438 0.20042
O 4.02158 1.71378 2.55337
O -2.86198 -6.62038 -1.10525
H -0.58359 -2.51340 5.94985
H -1.59307 3.42791 0.42591
C -2.68683 -6.24368 0.23745
H 1.02715 3.54766 3.35960
C 4.54776 0.77805 3.44971
C -5.47923 2.08802 1.38067
H 2.53383 3.27049 1.41613
O 1.53810 -0.36935 4.45626
H -5.87143 0.45162 -0.38810
H 0.85155 0.29316 4.34299
H 3.25453 3.24347 -5.66589
H 2.59601 2.53687 3.95772
H -2.94639 0.25182 -0.35397
H -4.54571 -7.78693 -1.20102
H 0.06841 1.32952 -2.02328
O -4.51799 1.32642 0.79858
H -3.20080 0.31387 -2.96355
H 2.40811 -0.01897 0.83396
N 1.61247 4.27137 3.01838
H -3.75709 0.97028 2.78241
H -2.77064 2.22980 3.50034
O 3.55731 0.52680 -1.06897
H 0.96303 -0.77713 6.31622
H 2.83070 2.97566 -1.25409
O -0.14579 -0.32234 -6.38908
N -0.66124 3.22590 0.77886
C -0.54992 1.92562 -1.33731
C 4.95954 2.13745 -5.36530
N -1.72925 -0.56057 2.23990
H 1.05564 0.28993 -4.96583
N 3.97946 3.04803 -5.00667
H 0.96528 1.33385 -7.65153
H -3.57387 -4.19966 1.54464
H 0.68169 2.65314 -5.26107
C 1.08730 -1.29855 5.38672
N -4.54204 -3.85597 1.75906
H -4.94465 2.94114 1.83861
N -3.75858 -2.87304 3.72884
C 3.42578 2.81487 3.27248
N 1.65972 -0.42393 1.35955
N 5.18761 0.11301 -2.62544
H -0.99394 -3.78012 1.64079
*
```

Computed properties:
DFT total energy	-2742.90887	a.u.
gap between HOMO and LUMO	8.710	eV
energy relative to the best compared isomer or geometry (same formula, charge and spin)	159.4	kcal per mole
strongest force on any atom	4.277	eV/A
SMILES	COC[C@H](C)N.COC[C@H](C)N.COC[C@H](C)N.COC[C@H](C)N.NC(N)=O.NC(N)=O.NC(N)=O.NC(N)=O.NC(N)=O.OCCO.OCCO
HOMO energy	-8.713	eV


(2)
Formula: C6H10O
Source: the OMol25 dataset
Level of theory: ωB97M-V with the def2-TZVPD basis set

ORCA input file:
```
! wB97M-V def2-TZVPD RIJCOSX def2/J DEFGRID3
* xyz 0 1
H -0.74192 -0.68231 2.61498
O 0.12302 -1.51169 0.74078
C -1.24321 0.45318 0.81115
C 0.17699 -0.97770 -0.59576
H -0.97128 2.36026 -0.65322
C -0.53984 1.52729 -0.08224
H -2.29524 0.45052 1.10168
C -0.84203 0.16497 -0.59084
H 2.06311 0.06810 -0.26278
C 1.58008 -0.52455 -1.04601
C -0.29034 -0.39527 1.63966
H -0.20523 -1.71054 -1.32302
H 1.49845 0.11336 -1.93918
H 2.25421 -1.35303 -1.29464
H -1.65432 0.13231 -1.30795
H 0.64740 0.09947 1.88492
H 0.44016 1.78562 0.30246
*
```

Computed properties:
DFT total energy	-309.79706	a.u.
gap between HOMO and LUMO	10.788	eV
energy relative to the best compared isomer or geometry (same formula, charge and spin)	28.4	kcal per mole
strongest force on any atom	1.178	eV/A
SMILES	C[C@H]1OC[C@H]2C[C@H]21
HOMO energy	-9.695	eV


(3)
Formula: C33H44F4GaN4O
Source: the OMol25 dataset
Level of theory: ωB97M-V with the def2-TZVPD basis set

ORCA input file:
```
! wB97M-V def2-TZVPD RIJCOSX def2/J DEFGRID3
* xyz -1 1
N -0.05263 -1.01354 -1.77570
H 3.37844 0.31751 4.86265
H 0.52164 4.93919 3.28946
C -3.37173 -2.27104 1.65166
H -1.54104 3.54594 -0.17185
C -1.24445 -3.57133 -1.92240
H 0.11024 2.60882 -4.96479
H 1.20283 -0.92286 5.39518
H -1.09600 -3.09873 -6.55291
H -2.15410 3.94500 1.44466
H -1.21922 2.41882 3.17586
C 3.13450 -2.26197 4.22095
C -0.37982 -1.48476 -3.09271
N -1.89971 0.83486 0.12972
C -2.60415 -1.13385 1.50238
C 3.18479 0.14773 3.79694
H -0.55619 4.29814 4.52611
H 2.38956 1.55128 -4.82713
H 3.21787 -2.08080 5.29542
C 2.17225 -1.34238 2.08979
H 0.29834 4.90579 1.03004
Ga 0.08130 1.00263 0.24560
C -0.90530 -2.64583 -5.58708
H -2.74681 -4.89529 -2.77834
H 4.14502 -2.34246 3.81671
H -2.89016 -4.67180 -1.03639
H 4.14120 0.04811 3.27834
H 2.70003 1.00355 3.39516
C 2.35270 -1.10600 3.58127
H 1.70276 -1.99977 -2.08483
H 0.50885 2.47617 3.23386
H 0.43444 -0.22703 3.98296
C -1.17329 -3.34063 -4.42334
F -5.28966 -2.14904 -1.37945
H -0.21776 -5.38996 -2.51721
C 1.09991 -1.39848 -1.38989
F -1.79264 -0.78516 2.49240
C 0.63880 3.89861 0.75625
C 2.67261 -2.34496 0.14441
H 2.67465 4.37485 0.43208
H 0.53816 3.73275 -0.31625
H -1.32881 1.69184 -4.52793
C -0.10210 -0.76266 -4.27927
H 2.56574 -0.13930 -4.34147
C -2.54961 1.94206 0.82644
N -0.31313 2.91153 1.38161
H -0.42594 -5.21925 -0.76655
C -0.40354 4.38647 3.44916
C -0.38146 -1.36926 -5.50174
H 0.79522 -4.26048 -1.61193
C -0.35366 1.62127 -5.01030
C 0.52555 0.60698 -4.27866
H 3.04741 -3.02697 -0.60422
C 1.03226 -1.03782 4.31896
O 0.87613 1.79661 -1.03862
C 1.74039 -1.35022 -0.08402
H -1.57937 -4.34414 -4.48226
C -4.38030 -1.84810 -0.43242
C -2.64850 -0.33341 0.36442
F -3.25087 -2.99786 2.77786
C -3.58348 -0.73114 -0.59927
C -2.65174 -4.16277 -1.97388
C -1.65908 3.17312 0.84466
C -0.34452 2.98538 2.85104
H -0.16118 -0.82433 -6.41321
F -3.74935 0.00539 -1.70246
C 2.09254 3.74017 1.10290
H -1.22751 4.97884 3.04641
H 0.46323 -1.95297 4.15299
C -4.28026 -2.64698 0.68653
H 2.32312 4.03824 2.12512
C -0.93133 -2.77606 -3.17770
H -3.39385 -3.38556 -2.14727
C 2.92496 -2.35629 1.50169
H 2.62535 -3.21622 4.07180
C 1.92746 0.56312 -4.88283
C -0.21055 -4.67521 -1.68971
H 2.41519 2.72170 0.93019
H -2.89628 1.68190 1.83932
H 0.60031 0.95164 -3.24592
H 3.58053 -3.03957 2.01697
H -1.19048 -2.88268 -1.07676
H 1.90876 0.25556 -5.93566
N 1.44167 -0.63819 1.08956
H -3.44781 2.25595 0.27329
H -4.89852 -3.52451 0.80391
H -0.49809 1.35993 -6.06586
*
```

Computed properties:
DFT total energy	-3902.40241	a.u.
gap between HOMO and LUMO	6.930	eV
energy relative to the best compared isomer or geometry (same formula, charge and spin)	0.0	kcal per mole
strongest force on any atom	1.609	eV/A
HOMO energy	-4.285	eV


(4)
Formula: C25H73Br2O11S
Source: the OMol25 dataset
Level of theory: ωB97M-V with the def2-TZVPD basis set

ORCA input file:
```
! wB97M-V def2-TZVPD RIJCOSX def2/J DEFGRID3
* xyz 1 1
C 3.01245 1.53643 0.14083
O -4.70446 0.44307 8.19940
H 2.01452 -3.55604 6.08376
H -4.28267 1.79419 -0.96227
H 2.78828 -1.25636 5.43574
H 0.93005 5.24266 -6.09975
C 0.99829 1.42209 -4.88847
O -3.80109 2.14228 -1.71622
C -5.94067 2.72336 -2.71571
H 1.03715 -1.41870 5.18830
H -1.94137 0.04575 -0.21290
H -1.66518 -3.21655 5.15803
H 1.64162 -0.55487 6.59383
H -0.36727 0.43313 1.70668
H -1.45086 0.19264 9.07513
H -0.09611 -2.90482 6.72089
H -1.69510 0.72706 -3.01240
H 1.44376 -4.12201 -6.62505
H -2.23125 -2.77831 2.42809
C -3.44865 0.92708 8.67343
H 0.54577 4.30336 -3.86922
H -0.82085 5.36719 -6.24640
O -1.52103 -2.74694 4.33463
H -0.57067 -4.79195 -7.97792
H -3.92778 0.94278 5.50345
H -0.01463 -6.47106 -7.94846
H 1.98876 -5.79266 -6.61486
H -0.91710 6.70122 -4.13458
H 2.73737 -0.61538 -2.98923
H 1.93201 -4.89736 -8.14548
H -0.66085 -4.93487 -5.66930
H -4.02609 -3.67359 4.74700
H 0.49113 0.00162 -3.31095
H -5.75848 3.78549 -2.54987
H 2.49788 1.16547 -2.81350
O 4.05852 0.93168 -0.62509
H -4.99981 -0.24010 8.80340
H 0.40368 2.19099 -5.37591
H -6.56417 2.60836 -3.60340
C 1.42627 -5.05810 -7.19148
C 0.04416 0.31459 -4.25185
H 0.83955 6.59571 -3.97927
H 2.69264 2.48451 2.05994
H -2.73801 -0.98161 9.39662
O -0.01788 0.13888 -0.96684
C 3.10569 -2.72057 -2.67703
H 0.85376 2.55610 -2.62924
H 7.94953 -2.13974 -1.67145
O 6.02267 -1.05617 -0.14100
H 3.48870 -3.38501 -1.90478
H -2.01263 0.63322 -4.78450
H 1.43732 -2.51030 -3.62127
C -0.04839 6.08961 -4.36809
H -4.80786 0.91140 -3.03482
H 4.39276 0.17251 -0.13949
H -2.27967 -0.62478 7.73724
O -3.52843 0.65845 2.85367
H 4.16210 -0.95530 -1.97913
H -6.49540 2.35098 -1.85156
H -5.46636 0.54849 3.55831
H -2.15449 -4.36337 3.21285
S 1.88329 2.20958 -3.46980
C 3.49753 2.00896 1.49721
C 3.14549 -1.27532 -2.21019
H -3.58700 1.37274 9.66371
C -1.33973 0.97758 -4.00582
H -1.23279 2.06410 -4.07377
H 2.52862 -1.14547 -1.31896
C -4.62829 1.97953 -2.86994
H 2.64749 2.38481 -0.44631
H 2.19521 0.81996 0.25083
H 2.60271 -2.67657 7.50237
O -0.21648 4.84353 -3.67884
H 6.36916 -1.37821 0.69313
Br 2.29544 0.76245 -6.18783
C -3.85014 -3.16083 3.79889
C -2.40538 -3.30912 3.36399
C -0.00090 -5.52973 -7.40176
H 3.71421 -2.85463 -3.57763
H 7.38573 0.49438 -0.20670
H 6.67321 0.00779 -1.75140
C -4.64771 1.27295 3.49560
H -3.24925 -0.07559 3.40616
H 4.31438 2.72193 1.38273
C -1.12100 0.76498 -0.28952
H -4.06970 2.36723 -3.72235
C -2.41407 -0.18236 8.72593
H 8.65712 -1.67441 -0.13159
O 0.58046 -2.87521 7.39817
H 9.05805 -0.75769 -1.59396
C 1.82876 -2.69658 6.73658
H -4.53080 -3.57034 3.05144
H -4.09014 -2.10780 3.95563
Br -0.08459 -1.32824 -5.32133
H -1.55798 1.73913 1.58489
C -0.71738 1.26099 1.08368
H -5.11752 2.24738 5.36869
H -1.45470 1.59528 -0.91145
O 1.76229 -3.10609 -2.94633
H 0.18076 6.82230 -6.38981
C 8.25849 -1.28365 -1.07057
C 0.06677 5.87424 -5.86464
H 0.27232 -0.60463 -0.43319
C 1.83126 -1.40709 5.93976
H -3.44988 2.48787 4.81239
H 0.10397 1.97686 1.00848
H -4.97114 2.10005 2.86386
H -3.12956 1.71261 7.98869
C 7.07961 -0.36527 -0.81126
O -0.65800 -5.75913 -6.15765
H 3.88013 1.16900 2.08068
C -4.26946 1.76992 4.87667
*
```

Computed properties:
DFT total energy	-7369.74870	a.u.
gap between HOMO and LUMO	8.267	eV
strongest force on any atom	1.962	eV/A
HOMO energy	-11.634	eV